(w)
The following is a DFT calculation (ωB97M-V/def2-TZVPD) of a cluster of 2 separate species, C2H5ClN2O in total.

Geometry as ORCA input:
```
! RIJCOSX wB97M-V def2-TZVPD def2/J DEFGRID3
* xyz 0 1
C 0.88 -1.26 0.42
C -1.38 1.29 -0.29
N 1.51 -0.82 -0.72
N 0.52 0.03 -0.05
O -0.63 0.16 -0.83
Cl 1.75 -1.27 1.94
H -0.31 -2.33 0.44
H -2.11 1.73 -1.06
H -0.75 2.03 0.21
H -1.94 0.81 0.50
H 2.45 -0.37 -0.56
*
```

- HOMO: -9.92 eV

Atomic partial charges in e from the Löwdin method, atoms 1 to 6: atom 1 (C): -0.834, atom 2 (C): -0.074, atom 3 (N): 0.035, atom 4 (N): -0.163, atom 5 (O): -0.186, atom 6 (Cl): 0.592

---

(x)
The following is a DFT calculation (ωB97M-V/def2-TZVPD) of a structure of composition C2H5ClN2O.

Geometry as ORCA input:
```
! RIJCOSX wB97M-V def2-TZVPD def2/J DEFGRID3
* xyz 0 1
C 0.49 0.93 0.91
C -0.75 1.16 1.39
N -0.10 0.23 -0.20
N -1.40 0.45 0.39
O 0.96 -2.02 -1.62
Cl -1.18 2.09 2.69
H 1.48 0.91 1.16
H 1.12 -2.70 -2.18
H 0.05 -0.76 -0.38
H -2.13 0.97 -0.04
H 1.45 -1.26 -2.11
*
```

- HOMO: -8.01 eV

Atomic partial charges in e from the Löwdin method, atoms 1 to 6: atom 1 (C): -0.104, atom 2 (C): -0.859, atom 3 (N): -0.021, atom 4 (N): -0.010, atom 5 (O): -0.049, atom 6 (Cl): 0.707

---

Most stable one: (x), least stable one: (w).

---

(w)
The following is a DFT calculation (ωB97M-V/def2-TZVPD) of the ion C22H22F4NO with charge +1.

Geometry as ORCA input:
```
! RIJCOSX wB97M-V def2-TZVPD def2/J DEFGRID3
* xyz 1 1
C 2.01 0.50 0.87
C 0.49 0.54 0.61
C 0.05 1.93 1.01
N -0.46 2.30 2.16
C -0.98 3.72 2.19
C -1.59 4.13 3.53
O -2.15 3.02 4.22
C -1.15 2.06 4.55
C -0.58 1.38 3.30
H 2.19 0.37 1.94
H 2.50 -0.35 0.36
H 2.46 1.43 0.50
H -0.04 -0.19 1.25
H 0.23 2.71 0.25
H -0.14 4.40 1.97
H -1.75 3.84 1.40
H -0.81 4.64 4.14
H -2.44 4.80 3.35
H -0.33 2.53 5.13
H -1.69 1.33 5.16
H -1.24 0.54 3.03
H 0.41 0.99 3.55
F 0.69 -6.26 -2.91
C 1.63 -5.31 -2.61
C 2.97 -5.69 -2.67
C 3.90 -4.70 -2.36
F 5.24 -5.03 -2.37
C 3.55 -3.40 -2.01
C 2.17 -3.05 -1.93
C 1.80 -1.68 -1.57
C 0.57 -1.25 -1.19
C 0.22 0.20 -0.84
C -1.20 0.50 -1.29
C -1.46 1.68 -1.99
C -2.75 1.93 -2.43
F -2.96 3.08 -3.17
C -3.79 1.03 -2.25
C -3.51 -0.12 -1.54
F -4.50 -1.07 -1.38
C -2.23 -0.42 -1.06
C 1.21 -4.03 -2.24
H 3.28 -6.70 -2.91
H 4.31 -2.66 -1.78
H 2.61 -0.96 -1.65
H -0.27 -1.95 -1.17
H 0.87 0.85 -1.45
H -0.64 2.36 -2.21
H -4.78 1.21 -2.68
H -2.05 -1.38 -0.57
H 0.15 -3.79 -2.23
*
```

- Structure (SMILES): C[C@@H](C=[N+]1CCOCC1)[C@@H](/C=C/c1cc(F)cc(F)c1)c1cc(F)cc(F)c1
- HOMO: -11.39 eV

Atomic partial charges in e from the Löwdin method, atoms 1 to 6: atom 1 (C): -0.013, atom 2 (C): -0.284, atom 3 (C): 0.055, atom 4 (N): 0.009, atom 5 (C): -0.062, atom 6 (C): -0.166

---

(x)
The following is a DFT calculation (ωB97M-V/def2-TZVPD) of the ion C22H22F4NO with charge +1.

Geometry as ORCA input:
```
! RIJCOSX wB97M-V def2-TZVPD def2/J DEFGRID3
* xyz 1 1
F -0.19 -0.21 4.70
C 0.84 -0.54 3.84
C 1.82 -1.39 4.33
C 2.90 -1.61 3.50
F 3.87 -2.53 3.87
C 3.09 -0.90 2.32
C 2.14 0.02 1.88
C 2.58 0.91 0.68
C 1.88 2.24 0.53
C 2.16 2.91 -0.63
C 1.54 4.13 -0.90
F 1.86 4.77 -2.08
C 0.67 4.74 -0.01
C 0.49 4.08 1.23
F -0.29 4.70 2.17
C 1.15 2.90 1.55
C 0.92 0.11 2.59
H 1.78 -1.86 5.33
H 4.01 -1.06 1.73
H 3.74 1.15 0.84
H 2.88 2.50 -1.35
H 0.22 5.70 -0.22
H 1.09 2.52 2.58
H 0.05 0.68 2.24
C 0.84 0.24 -2.29
C 1.35 -0.41 -1.03
C 2.75 0.20 -0.77
C 3.22 0.45 -2.21
N 4.47 0.48 -2.73
C 5.58 -0.11 -2.03
C 6.94 0.39 -2.56
O 7.02 0.28 -3.97
C 6.01 1.06 -4.63
C 4.61 0.67 -4.21
C 2.07 0.52 -3.18
H 0.14 -0.42 -2.80
H 0.30 1.18 -2.12
H 0.68 -0.16 -0.18
H 1.42 -1.51 -1.09
H 3.49 -0.44 -0.26
H 5.52 0.11 -0.94
H 5.56 -1.21 -2.16
H 7.08 1.43 -2.22
H 7.76 -0.26 -2.18
H 6.16 2.13 -4.43
H 6.17 0.84 -5.70
H 4.34 -0.27 -4.70
H 3.92 1.44 -4.57
H 2.17 -0.21 -4.01
H 2.00 1.52 -3.65
*
```

- Structure (SMILES): Fc1cc(F)cc(C(c2cc(F)cc(F)c2)[C@H]2CCCC2=[N+]2CCOCC2)c1
- HOMO: -12.22 eV

Atomic partial charges in e from the Löwdin method, atoms 1 to 6: atom 1 (F): 0.054, atom 2 (C): -0.204, atom 3 (C): 0.077, atom 4 (C): -0.220, atom 5 (F): 0.052, atom 6 (C): 0.025

---

Most stable one: (w), least stable one: (x).

---

(w)
The following is a DFT calculation (ωB97M-V/def2-TZVPD) of a structure of composition C5H7BaI2O5.

Geometry as ORCA input:
```
! RIJCOSX wB97M-V def2-TZVPD def2/J DEFGRID3
* xyz -1 1
Ba -0.08 0.06 -0.25
O -2.34 -1.92 2.52
C -1.76 -1.41 1.59
O -1.02 -0.43 1.51
C -1.96 -2.12 0.11
O -2.70 -3.07 0.04
O -1.26 -1.54 -0.73
I 1.62 1.00 -2.71
I 1.65 0.50 -5.57
C 2.73 2.16 1.45
C 2.84 1.89 -0.06
C 3.38 3.15 -0.76
O 1.61 1.46 -0.56
H 3.71 2.32 1.87
H 2.25 1.31 1.95
H 2.13 3.05 1.62
H 3.60 1.09 -0.21
H 2.71 3.99 -0.58
H 3.45 2.99 -1.83
H 4.37 3.39 -0.37
*
```

- HOMO: -5.06 eV

Atomic partial charges in e from the Löwdin method, atoms 1 to 6: atom 1 (Ba): 2.102, atom 2 (O): 0.060, atom 3 (C): -0.670, atom 4 (O): -0.437, atom 5 (C): -0.666, atom 6 (O): 0.063

---

(x)
The following is a DFT calculation (ωB97M-V/def2-TZVPD) of a structure of composition C5H7BaI2O5.

Geometry as ORCA input:
```
! RIJCOSX wB97M-V def2-TZVPD def2/J DEFGRID3
* xyz -1 1
Ba 1.07 -0.85 -0.84
O 0.42 -3.26 -4.17
C 0.82 -2.69 -3.18
O 0.29 -1.60 -2.64
C 2.08 -3.21 -2.37
O 2.72 -4.16 -2.74
O 2.30 -2.48 -1.29
I 1.87 0.44 1.95
I 4.10 0.21 3.72
C -2.18 1.15 0.14
C -1.08 1.10 1.20
C -0.97 2.45 1.89
O 0.12 0.66 0.56
H -3.15 1.31 0.61
H -2.22 0.22 -0.43
H -1.99 1.97 -0.56
H -1.37 0.36 1.96
H -0.74 3.23 1.16
H -0.18 2.46 2.64
H -1.91 2.70 2.39
*
```

- HOMO: -5.81 eV

Atomic partial charges in e from the Löwdin method, atoms 1 to 6: atom 1 (Ba): 2.043, atom 2 (O): 0.069, atom 3 (C): -0.581, atom 4 (O): -0.515, atom 5 (C): -0.584, atom 6 (O): 0.071

---

Most stable one: (x), least stable one: (w).

---

(w)
The following is a DFT calculation (ωB97M-V/def2-TZVPD) of the ion C4H10NS with charge +1.

Geometry as ORCA input:
```
! RIJCOSX wB97M-V def2-TZVPD def2/J DEFGRID3
* xyz 1 1
C -2.16 -1.31 1.04
C -2.34 0.04 0.39
C -1.19 -0.82 0.06
C 2.40 0.62 0.47
N 2.57 1.65 -0.58
S 0.72 -0.09 0.81
H -1.92 -1.33 2.09
H -2.77 -2.15 0.72
H -3.10 0.20 -0.36
H -2.19 0.90 1.03
H -0.99 -1.25 -0.90
H 3.02 -0.24 0.24
H 3.52 2.02 -0.43
H 2.50 1.31 -1.56
H 1.89 2.41 -0.44
H 0.16 1.08 1.18
*
```

- HOMO: -12.36 eV

Atomic partial charges in e from the Löwdin method, atoms 1 to 6: atom 1 (C): -0.127, atom 2 (C): -0.147, atom 3 (C): -0.325, atom 4 (C): -0.421, atom 5 (N): 0.063, atom 6 (S): 0.948

---

(x)
The following is a DFT calculation (ωB97M-V/def2-TZVPD) of the ion C4H10NS with charge +1.

Geometry as ORCA input:
```
! RIJCOSX wB97M-V def2-TZVPD def2/J DEFGRID3
* xyz 1 1
C 1.33 -0.74 -0.44
C -0.79 -0.31 0.53
C 2.69 -0.31 -0.28
C -3.15 0.85 -0.08
N 0.26 -1.32 0.39
S -2.27 -0.75 -0.37
H 0.76 -0.55 -1.32
H -0.71 0.71 0.78
H 2.83 0.52 -0.90
H 3.41 -1.13 -0.37
H 2.86 0.03 0.73
H -2.90 1.60 -0.95
H -2.87 1.15 0.90
H -4.20 0.62 -0.12
H 0.02 -2.08 -0.19
H 0.52 -1.71 1.32
*
```

- HOMO (spin up / spin down): -13.01 / -12.26 eV

Atomic partial charges in e from the Löwdin method, atoms 1 to 6: atom 1 (C): -0.069, atom 2 (C): -0.367, atom 3 (C): -0.049, atom 4 (C): -0.332, atom 5 (N): -0.043, atom 6 (S): 0.897

---

Most stable one: (x), least stable one: (w).

---

(w)
The following is a DFT calculation (ωB97M-V/def2-TZVPD) of a structure of composition C8H17NO.

Geometry as ORCA input:
```
! RIJCOSX wB97M-V def2-TZVPD def2/J DEFGRID3
* xyz 0 1
C 1.29 -0.30 -0.35
C -1.44 0.81 -0.26
C -0.46 -0.07 1.27
C 0.19 0.82 -1.47
C 0.99 -1.73 -0.74
C 2.72 0.10 -0.64
C -2.53 -0.19 -0.59
C -0.88 0.56 2.56
N 0.88 0.06 0.94
O -1.03 1.52 -1.41
H 1.26 0.95 1.22
H -1.84 1.60 0.40
H -0.82 -1.09 1.14
H 0.93 1.61 -1.62
H 0.20 0.15 -2.33
H 1.31 -1.91 -1.76
H 1.52 -2.43 -0.09
H -0.07 -1.96 -0.68
H 2.95 1.09 -0.25
H 2.87 0.14 -1.72
H 3.44 -0.61 -0.22
H -3.31 0.31 -1.19
H -2.14 -1.02 -1.18
H -3.00 -0.59 0.31
H -1.97 0.68 2.58
H -0.44 1.55 2.67
H -0.60 -0.05 3.43
*
```

- HOMO: -7.79 eV

Atomic partial charges in e from the Löwdin method, atoms 1 to 6: atom 1 (C): -0.465, atom 2 (C): -0.293, atom 3 (C): -0.252, atom 4 (C): -0.118, atom 5 (C): -0.045, atom 6 (C): -0.049

---

(x)
The following is a DFT calculation (ωB97M-V/def2-TZVPD) of an isolated molecule of C8H17NO.

Geometry as ORCA input:
```
! RIJCOSX wB97M-V def2-TZVPD def2/J DEFGRID3
* xyz 0 1
C -1.62 2.23 -0.10
C -2.05 0.82 0.22
C -1.05 -0.24 0.82
C -1.32 -2.02 -0.59
C 0.07 -1.46 -0.84
C 1.37 0.42 0.35
C 1.96 -0.46 1.47
C 2.23 0.53 -0.97
H -2.22 2.78 -0.93
H -0.53 2.01 -0.57
H -1.49 2.83 0.88
H -2.34 0.30 -0.72
H -3.14 1.00 0.77
H -0.62 -0.08 1.85
H -1.45 -3.18 -0.80
H -2.06 -1.33 -1.30
H 0.32 -1.35 -1.94
H 0.83 -2.02 -0.37
H 1.01 1.36 0.69
H 2.52 -1.32 1.03
H 1.25 -0.74 2.19
H 2.73 0.10 1.92
H 2.25 -0.45 -1.43
H 1.56 1.15 -1.54
H 3.26 0.97 -0.87
N 0.10 -0.21 -0.07
O -1.57 -1.64 0.85
*
```

- Structure (SMILES): CC[C@H]1OCCN1C(C)C
- HOMO: -8.13 eV

Atomic partial charges in e from the Löwdin method, atoms 1 to 6: atom 1 (C): -0.146, atom 2 (C): -0.233, atom 3 (C): -0.299, atom 4 (C): -0.143, atom 5 (C): -0.176, atom 6 (C): -0.365

---

Most stable one: (x), least stable one: (w).

---

(w)
The following is a DFT calculation (ωB97M-V/def2-TZVPD) of a structure of composition C6H6Cl2O.

Geometry as ORCA input:
```
! RIJCOSX wB97M-V def2-TZVPD def2/J DEFGRID3
* xyz 0 1
Cl -4.12 0.67 0.48
Cl 2.08 -0.09 -0.06
C -1.87 -0.70 -0.11
C -1.56 1.49 0.69
C -0.51 -0.96 -0.19
C -0.14 1.27 0.67
C -2.46 0.47 0.34
C 0.38 0.08 0.13
H -2.55 -1.47 -0.51
H -2.02 2.41 1.06
H -0.13 -1.97 -0.40
H 0.51 2.11 0.97
O 3.88 -1.20 -1.32
H 4.83 -1.44 -1.25
H 3.70 -0.67 -0.51
*
```

- HOMO: -9.11 eV

Atomic partial charges in e from the Löwdin method, atoms 1 to 6: atom 1 (Cl): 0.724, atom 2 (Cl): 0.847, atom 3 (C): -0.123, atom 4 (C): -0.088, atom 5 (C): -0.082, atom 6 (C): -0.086

---

(x)
The following is a DFT calculation (ωB97M-V/def2-TZVPD) of an isolated molecule of C6H6Cl2O.

Geometry as ORCA input:
```
! RIJCOSX wB97M-V def2-TZVPD def2/J DEFGRID3
* xyz 0 1
C -0.63 -0.31 2.46
C 0.12 0.02 1.27
C -0.94 -1.66 1.88
C -0.16 -1.33 0.60
C 0.99 1.13 0.85
C -0.98 -1.16 -0.71
O -1.49 -2.63 2.24
Cl -0.92 0.39 3.96
Cl 1.31 -2.44 0.36
H 0.63 1.70 0.09
H 2.04 0.73 0.61
H 1.02 1.84 1.61
H -1.07 -2.09 -1.09
H -0.59 -0.54 -1.38
H -1.91 -0.83 -0.49
*
```

- Structure (SMILES): CC1=C(Cl)C(=O)[C@]1(C)Cl
- HOMO: -9.71 eV

Atomic partial charges in e from the Löwdin method, atoms 1 to 6: atom 1 (C): -0.562, atom 2 (C): -0.198, atom 3 (C): -0.454, atom 4 (C): -0.644, atom 5 (C): -0.015, atom 6 (C): -0.027

---

(y)
The following is a DFT calculation (ωB97M-V/def2-TZVPD) of an isolated molecule of C6H6Cl2O.

Geometry as ORCA input:
```
! RIJCOSX wB97M-V def2-TZVPD def2/J DEFGRID3
* xyz 0 1
C -0.95 0.80 0.58
C 0.10 0.19 1.42
C 1.63 0.41 -0.81
C 0.89 -0.95 -1.03
C -1.82 -0.21 0.06
C 0.59 -0.04 0.11
O -1.26 2.01 0.37
Cl -1.79 -1.92 0.34
Cl -3.18 0.40 -0.78
H 0.65 1.03 1.94
H -0.39 -0.50 2.20
H 2.65 0.54 -0.45
H 1.33 1.22 -1.47
H 0.15 -1.17 -1.78
H 1.39 -1.81 -0.70
*
```

- HOMO (spin up / spin down): -8.02 / -8.05 eV

Atomic partial charges in e from the Löwdin method, atoms 1 to 6: atom 1 (C): -0.660, atom 2 (C): -0.077, atom 3 (C): -0.018, atom 4 (C): -0.064, atom 5 (C): -1.003, atom 6 (C): -0.253

---

Most stable one: (w), least stable one: (y).

---

(w)
The following is a DFT calculation (ωB97M-V/def2-TZVPD) of a cluster of 4 separate species, H9O4 in total.

Geometry as ORCA input:
```
! RIJCOSX wB97M-V def2-TZVPD def2/J DEFGRID3
* xyz 1 1
O 0.08 -1.32 2.36
H -0.82 -1.38 2.76
H 0.51 -1.41 3.25
O 1.73 1.54 -0.96
H 2.53 1.52 -1.57
H 1.53 2.48 -0.94
O -1.60 -0.26 -1.55
H -1.49 -0.64 -2.50
H -2.48 -0.04 -1.42
O -0.06 0.07 0.26
H 0.67 0.48 -0.27
H -0.85 -0.35 -0.37
H 0.24 -0.69 0.95
*
```

- HOMO: -16.29 eV

Atomic partial charges in e from the Löwdin method, atoms 1 to 6: atom 1 (O): -0.034, atom 2 (H): 0.109, atom 3 (H): 0.109, atom 4 (O): -0.040, atom 5 (H): 0.126, atom 6 (H): 0.074

---

(x)
The following is a DFT calculation (ωB97M-V/def2-TZVPD) of a cluster of 4 separate species, H9O4 in total.

Geometry as ORCA input:
```
! RIJCOSX wB97M-V def2-TZVPD def2/J DEFGRID3
* xyz 1 1
O 0.01 2.13 -1.10
H 0.91 2.31 -0.93
H -0.48 2.91 -1.19
O 2.45 -1.81 -0.08
H 2.66 -1.29 0.65
H 2.49 -2.74 0.20
O -2.03 -0.10 1.40
H -1.90 0.42 2.12
H -2.96 -0.38 1.39
O -0.42 -0.31 -0.38
H 0.51 -0.72 -0.32
H -0.98 -0.31 0.48
H -0.38 0.54 -1.01
*
```

- HOMO: -15.81 eV

Atomic partial charges in e from the Löwdin method, atoms 1 to 6: atom 1 (O): 0.039, atom 2 (H): 0.068, atom 3 (H): 0.060, atom 4 (O): -0.021, atom 5 (H): 0.010, atom 6 (H): 0.082

---

(y)
The following is a DFT calculation (ωB97M-V/def2-TZVPD) of a cluster of 4 separate species, H9O4 in total.

Geometry as ORCA input:
```
! RIJCOSX wB97M-V def2-TZVPD def2/J DEFGRID3
* xyz 1 1
O 0.22 -0.35 -0.86
H 0.91 -0.71 -0.14
H -0.70 -0.52 -0.56
H -0.10 0.72 -0.80
O -0.56 2.15 -1.13
H -0.76 2.65 -0.29
H -0.01 2.77 -1.65
O -1.84 -0.63 1.12
H -2.65 -0.17 1.18
H -1.55 -0.93 1.98
O 2.17 -1.27 0.63
H 2.25 -2.12 0.79
H 2.68 -0.92 1.43
*
```

- HOMO: -16.24 eV

Atomic partial charges in e from the Löwdin method, atoms 1 to 6: atom 1 (O): 0.121, atom 2 (H): 0.112, atom 3 (H): 0.094, atom 4 (H): 0.148, atom 5 (O): -0.004, atom 6 (H): 0.123

---

Most stable one: (w), least stable one: (y).

---

(w)
The following is a DFT calculation (ωB97M-V/def2-TZVPD) of an isolated molecule of C9H8O2.

Geometry as ORCA input:
```
! RIJCOSX wB97M-V def2-TZVPD def2/J DEFGRID3
* xyz 0 1
C 0.38 2.23 -0.18
C -0.95 2.41 -0.05
C 0.80 0.90 -0.21
C -1.86 1.33 -0.08
C -0.07 -0.21 -0.13
C -1.47 0.00 -0.14
C -3.52 -1.12 0.19
C 0.56 -1.30 -0.69
C 1.66 -1.99 -0.06
O -2.23 -1.21 0.05
O -4.21 -0.27 -0.24
H 0.96 3.14 -0.11
H -1.52 3.41 0.02
H 1.90 0.82 -0.32
H -2.93 1.69 0.02
H -3.76 -2.12 0.72
H 2.23 -2.44 -0.83
H 0.90 -2.78 0.36
H 2.25 -1.57 0.92
*
```

- HOMO (spin up / spin down): -7.66 / -7.66 eV

Atomic partial charges in e from the Löwdin method, atoms 1 to 6: atom 1 (C): -0.097, atom 2 (C): -0.104, atom 3 (C): -0.033, atom 4 (C): -0.013, atom 5 (C): -0.244, atom 6 (C): -0.129

---

(x)
The following is a DFT calculation (ωB97M-V/def2-TZVPD) of an isolated molecule of C9H8O2.

Geometry as ORCA input:
```
! RIJCOSX wB97M-V def2-TZVPD def2/J DEFGRID3
* xyz 0 1
C 2.37 -1.20 0.42
C 1.64 -1.09 1.59
C 1.88 -0.72 -0.78
C 0.38 -0.50 1.59
C 0.63 -0.14 -0.79
C -0.11 -0.03 0.40
C -0.15 0.45 -1.88
C -1.31 0.90 -1.41
C -1.43 0.65 0.09
O -2.49 -0.22 0.40
O -1.52 1.85 0.82
H 3.35 -1.66 0.45
H 2.05 -1.47 2.52
H 2.46 -0.81 -1.69
H -0.20 -0.41 2.49
H 0.19 0.49 -2.90
H -2.10 1.38 -1.96
H -3.32 0.16 0.09
H -2.29 2.35 0.53
*
```

- Structure (SMILES): OC1(O)C=Cc2ccccc21
- HOMO: -8.48 eV

Atomic partial charges in e from the Löwdin method, atoms 1 to 6: atom 1 (C): -0.085, atom 2 (C): -0.078, atom 3 (C): -0.024, atom 4 (C): 0.001, atom 5 (C): -0.170, atom 6 (C): -0.093

---

Most stable one: (x), least stable one: (w).